# 1
A structure of composition C3H2O3 in a non-equilibrium geometry, computed with ωB97M-V/def2-TZVPD.

The geometry in ORCA input format:
```
! RIJCOSX wB97M-V def2-TZVPD def2/J DEFGRID3
* xyz 0 1
C 0.574 -1.599 -0.338
C -1.165 -0.803 0.079
C -2.988 -0.042 -0.259
O 1.469 -0.833 -0.358
O -2.416 -1.283 -0.225
O -1.716 0.521 0.010
H 0.555 -2.775 -0.500
H -1.102 -0.828 1.155
*
```

Values from the calculation:
gap between HOMO and LUMO = 10.12 eV
HOMO energy = -10.12 eV
ΔE to the lowest compared entry with this formula, charge and spin = 127.27 kcal/mol

***

# 2
A cluster of 2 separate species, C16H17N in total in a non-equilibrium geometry, computed with ωB97M-V/def2-TZVPD.

The geometry in ORCA input format:
```
! RIJCOSX wB97M-V def2-TZVPD def2/J DEFGRID3
* xyz 0 1
C -1.600 -0.209 -2.361
C 2.146 -0.050 -2.315
C 2.467 -1.253 -1.664
C 0.818 0.216 -2.560
C -0.194 -0.651 -2.080
C 1.510 -2.128 -1.239
C 0.152 -1.871 -1.512
H 2.924 0.588 -2.710
H 3.517 -1.398 -1.431
H 0.446 1.131 -3.002
H 1.782 -2.996 -0.660
H -1.717 0.528 -3.173
H -1.980 0.374 -1.517
H -0.649 -2.570 -1.317
H -2.347 -0.902 -2.741
C -0.956 3.291 0.556
C 1.055 2.101 1.499
C -0.196 2.106 1.019
C 0.270 0.003 1.804
C -0.797 0.794 1.259
C 0.031 -1.326 2.062
C -2.093 0.388 1.086
C -1.289 -1.777 1.767
C -2.297 -1.002 1.284
N 1.402 0.775 1.950
H 1.822 2.849 1.393
H 2.303 0.466 1.655
H -0.940 3.430 -0.528
H -0.792 4.234 1.072
H 0.591 -2.128 2.521
H -2.923 1.038 0.855
H -1.535 -2.805 2.005
H -3.279 -1.390 1.041
H -2.022 3.086 0.714
*
```

Values from the calculation:
gap between HOMO and LUMO = 8.84 eV
HOMO energy = -7.93 eV
ΔE to the lowest compared entry with this formula, charge and spin = 23.53 kcal/mol

***

# 3
An isolated molecule of C5H6O, computed with ωB97M-V/def2-TZVPD.

The geometry in ORCA input format:
```
! RIJCOSX wB97M-V def2-TZVPD def2/J DEFGRID3
* xyz 0 1
C 0.475 -0.332 -1.394
C 0.527 0.789 -0.387
O -0.641 1.281 0.241
C 0.310 0.589 1.057
C -0.330 -0.635 1.509
C -1.400 -1.190 1.476
H 0.038 -1.249 -0.988
H 1.505 -0.546 -1.702
H -0.089 -0.038 -2.284
H 1.175 1.617 -0.666
H 0.841 1.200 1.783
H -2.414 -1.487 1.355
*
```

Values from the calculation:
gap between HOMO and LUMO = 10.89 eV
HOMO energy = -9.81 eV
ΔE to the lowest compared entry with this formula, charge and spin = 78.30 kcal/mol

***

# 4
A cluster of 2 separate species, BrClINO in total in a non-equilibrium geometry, computed with ωB97M-V/def2-TZVPD.

The geometry in ORCA input format:
```
! RIJCOSX wB97M-V def2-TZVPD def2/J DEFGRID3
* xyz 0 3
N 0.424 0.116 2.027
O 0.749 0.430 3.073
Cl -3.740 0.724 -3.556
Br 1.737 -1.173 0.936
I -2.273 0.600 -1.719
*
```

Values from the calculation:
gap between HOMO and LUMO (alpha / beta) = 6.33 / 6.18 eV
HOMO energy (alpha / beta) = -7.88 / -9.87 eV
ΔE to the lowest compared entry with this formula, charge and spin = 7.28 kcal/mol
<S²> = 2.01

***

# 5
An isolated molecule of C8H7FO2S in a non-equilibrium geometry, computed with ωB97M-V/def2-TZVPD.

The geometry in ORCA input format:
```
! RIJCOSX wB97M-V def2-TZVPD def2/J DEFGRID3
* xyz 0 1
C -1.849 -0.030 1.350
C -2.691 0.551 0.360
C -0.625 -0.608 1.075
C -2.066 0.846 -0.835
C -0.164 -0.567 -0.277
C -0.890 0.224 -1.120
C 1.047 -1.308 -0.607
C 2.385 1.042 0.270
O 3.690 -1.085 -0.201
O 1.868 1.775 -0.480
F 3.247 1.427 1.184
S 2.447 -0.768 0.486
H -2.195 -0.088 2.332
H -3.480 1.205 0.557
H 0.089 -0.864 1.804
H -2.606 1.291 -1.659
H 1.058 -2.346 -0.422
H 1.394 -1.098 -1.652
H -0.657 0.400 -2.165
*
```

Values from the calculation:
gap between HOMO and LUMO = 9.56 eV
HOMO energy = -9.28 eV
ΔE to the lowest compared entry with this formula, charge and spin = 0.00 kcal/mol

***

# 6
An isolated molecule of C21H19FN4O3S in a non-equilibrium geometry, computed with ωB97M-V/def2-TZVPD.

The geometry in ORCA input format:
```
! RIJCOSX wB97M-V def2-TZVPD def2/J DEFGRID3
* xyz 0 1
C -6.090 -1.109 1.843
H -6.479 -0.595 0.957
O -4.942 -1.871 1.550
C -3.788 -1.121 1.299
C -3.811 -0.410 -0.069
N -2.555 0.267 -0.319
C -1.502 -0.372 -0.901
N -0.342 0.161 -1.128
C -0.180 1.453 -0.747
C -1.196 2.180 -0.132
N -0.742 3.435 0.165
C 0.557 3.537 -0.246
C 1.440 4.607 -0.154
C 2.713 4.432 -0.650
C 3.114 3.226 -1.234
C 2.251 2.160 -1.335
C 0.957 2.308 -0.833
H 2.558 1.231 -1.791
H 4.122 3.136 -1.609
H 3.422 5.244 -0.588
H 1.134 5.540 0.295
H -1.289 4.148 0.618
C -2.476 1.605 0.135
O -3.426 2.137 0.678
S -1.741 -2.047 -1.379
C -0.259 -2.375 -2.393
H -0.020 -1.455 -2.923
C 0.930 -2.883 -1.577
O 1.288 -4.036 -1.630
N 1.498 -1.895 -0.845
C 2.583 -1.965 0.025
C 2.921 -0.801 0.715
C 3.997 -0.824 1.577
C 4.753 -1.962 1.785
C 4.403 -3.111 1.096
C 3.332 -3.123 0.222
H 3.067 -4.022 -0.309
H 4.977 -4.014 1.242
H 5.587 -1.940 2.468
F 4.316 0.311 2.238
H 2.357 0.110 0.584
H 1.033 -0.981 -0.909
H -0.567 -3.156 -3.087
H -4.006 -1.137 -0.860
H -4.586 0.360 -0.069
H -3.632 -0.367 2.085
H -2.963 -1.839 1.320
H -5.883 -0.366 2.621
H -6.838 -1.813 2.202
*
```

Values from the calculation:
gap between HOMO and LUMO = 8.33 eV
HOMO energy = -8.24 eV
ΔE to the lowest compared entry with this formula, charge and spin = 0.00 kcal/mol

***

# 7
A structure of composition H16O8Sn in a non-equilibrium geometry, computed with ωB97M-V/def2-TZVPD.

The geometry in ORCA input format:
```
! RIJCOSX wB97M-V def2-TZVPD def2/J DEFGRID3
* xyz 2 1
Sn 22.205 -1.893 1.590
O 20.509 -1.648 -0.549
H 19.615 -1.308 -0.719
H 20.797 -2.031 -1.408
O 23.160 -3.474 -0.335
H 23.691 -3.507 -1.127
H 22.788 -4.320 -0.304
O 21.972 -2.975 4.118
H 22.733 -3.108 4.674
H 21.299 -2.812 4.756
O 19.745 -1.424 2.753
H 18.942 -1.291 2.315
H 19.560 -2.165 3.323
O 24.485 -2.598 2.319
H 24.532 -3.526 2.274
H 25.005 -2.446 1.567
O 21.328 -4.440 1.686
H 20.372 -4.658 1.487
H 21.451 -4.838 2.576
O 23.163 -0.216 -0.094
H 23.655 -0.378 -0.920
H 23.450 0.558 0.431
O 23.064 -0.105 3.270
H 22.781 0.820 3.187
H 22.958 -0.175 4.237
*
```

Values from the calculation:
gap between HOMO and LUMO = 10.83 eV
HOMO energy = -17.28 eV
ΔE to the lowest compared entry with this formula, charge and spin = 4.39 kcal/mol

***

# 8
An isolated molecule of C3H6N4O, computed with ωB97M-V/def2-TZVPD.

The geometry in ORCA input format:
```
! RIJCOSX wB97M-V def2-TZVPD def2/J DEFGRID3
* xyz 0 1
C 0.949 -1.080 -0.448
C 0.606 0.296 -0.211
N -1.470 1.374 0.470
N 1.323 1.414 -0.327
O 1.165 -1.885 0.689
N -0.733 0.300 -0.066
C -1.110 -1.067 -0.354
N -1.982 -1.859 -0.303
H 0.398 -2.470 0.789
H 1.681 -1.279 -1.230
H -2.375 1.394 0.008
H -1.634 1.194 1.458
H 2.324 1.361 -0.245
H 0.856 2.306 -0.230
*
```

Values from the calculation:
gap between HOMO and LUMO = 7.83 eV
HOMO energy = -7.44 eV
ΔE to the lowest compared entry with this formula, charge and spin = 108.92 kcal/mol